No. 1
ORCA calculation (ωB97M-V/def2-TZVPD) on a cluster of 2 separate species, C2H4INS in total in a non-equilibrium geometry.

The SMILES is CN=C=S.I. As for the HOMO energy: -9.1397 eV. The total charge is 0.

Each line ends with the Mulliken charge.
Element x y z (Å)
C -0.45784 -1.22409 -0.50574  -0.559
N -1.48540 -0.50759 -1.20058  -0.226
C -2.36726 0.31110 -1.18441  0.387
S -3.66944 1.13727 -1.37327  -0.373
H 0.49363 -1.09848 -1.16454  0.232
H -0.13769 -0.75467 0.47659  0.267
H -0.82560 -2.18853 -0.20059  0.274
I 0.38564 4.54685 1.43537  -0.097
H 1.67755 5.16726 0.67912  0.096

Forces on atoms 1 to 2 (eV/Å):
C 2.085 2.043 0.158
N -0.987 1.410 0.575



No. 2
ORCA calculation (ωB97M-V/def2-TZVPD) on a structure of composition C19H10Cl5IrN6O6S3 in a non-equilibrium geometry.

As for the HOMO energy: -8.4787 eV. The total charge is 0.

Each line ends with the Mulliken charge.
Element x y z (Å)
Ir 0.09311 -1.44575 0.23683  1.820
N -2.13466 -1.42694 3.14464  -0.259
C -0.81754 -1.26737 3.36504  0.216
N 0.09823 -1.22750 2.42949  0.155
C 1.35592 -0.98107 2.94675  -0.306
C 1.42231 -0.91238 4.29313  -0.444
S -0.15895 -1.09969 4.95964  -0.238
C 2.41092 -0.77958 1.96081  -0.275
C 3.64453 -0.28502 2.16160  -0.249
S 4.47937 -0.15439 0.66173  -0.269
C 3.10246 -0.79255 -0.15867  0.450
N 2.09602 -1.07297 0.63579  -0.079
N 3.14347 -1.04817 -1.47491  -0.261
H -2.50370 -1.08235 2.26203  0.149
H -2.75442 -1.35680 3.93252  0.263
H 2.28371 -0.77245 4.92162  0.462
H 4.08524 0.05059 3.08306  0.440
H 3.87165 -0.63471 -2.02883  0.246
H 2.27632 -1.28583 -1.94080  0.160
O -0.34765 -3.52224 1.14591  -0.682
N -1.57244 -3.30706 0.92589  1.073
O -2.45528 -4.06065 1.19378  -0.687
O -1.83206 -2.15103 0.36538  -0.710
Cl 0.19381 -4.22695 -1.64117  -0.175
C 0.01222 -2.74544 -2.51170  1.087
C 0.17367 -1.52095 -1.83491  -2.950
C 0.14828 -0.40192 -2.68305  2.384
Cl 0.56869 1.16818 -2.07804  -0.134
C -0.11068 -0.47711 -4.05321  -0.169
Cl -0.14146 0.94495 -5.02425  -0.192
C -0.33363 -1.70878 -4.65258  0.459
Cl -0.65911 -1.81755 -6.33745  -0.188
C -0.24457 -2.85677 -3.87805  -0.167
Cl -0.44893 -4.39846 -4.61209  -0.194
O 1.49357 1.67351 1.08928  -0.550
C 0.34624 1.65403 0.69259  0.050
N -0.41248 0.53107 0.48539  0.171
S -1.96463 0.87976 0.01702  0.945
O -2.88530 0.63380 1.10024  -0.833
O -2.24766 0.26448 -1.24480  -0.575
C -1.70183 2.60851 -0.12800  0.590
C -2.56095 3.58958 -0.57662  -0.724
C -2.09061 4.89685 -0.55103  -0.532
C -0.81123 5.19228 -0.08509  -0.554
C 0.03595 4.18699 0.36148  -0.698
C -0.43036 2.88582 0.33090  0.149
H -3.55177 3.35164 -0.93837  0.490
H -2.72839 5.69685 -0.90265  0.412
H -0.47334 6.21997 -0.07980  0.403
H 1.03793 4.39161 0.71350  0.521

Forces on atoms 1 to 2 (eV/Å):
Ir 0.543 0.499 2.549
N -0.061 -0.070 -0.018



No. 3
ORCA calculation (ωB97M-V/def2-TZVPD) on a structure of composition C7H9P in a non-equilibrium geometry.

As for the HOMO energy: -8.3744 eV. The total charge is 0.

Each line ends with the Mulliken charge.
Element x y z (Å)
C -0.01978 2.16901 0.37883  1.333
C 0.17294 1.10538 0.87140  -0.862
C -0.62987 -2.06563 -0.65471  -0.136
C 0.62873 -1.68332 -0.73056  -0.360
C -1.37498 -1.70372 0.57237  -0.804
C 1.43502 -1.25933 0.52091  -0.722
C -0.10687 3.33813 -0.44100  -1.313
P 0.27243 -0.47475 1.74784  -0.081
H -1.33435 -2.05537 -1.42843  0.316
H 1.29819 -2.02852 -1.58045  0.308
H -2.27908 -1.09304 0.34979  0.311
H -1.65156 -2.59821 1.17413  0.298
H 1.86722 -2.18514 0.89717  0.372
H 2.21267 -0.54389 0.24946  0.406
H 0.51494 4.16526 -0.08633  0.297
H 0.11434 3.12549 -1.41905  0.339
H -1.11998 3.78765 -0.42135  0.299

Forces on atoms 1 to 2 (eV/Å):
C 0.172 0.941 -0.752
C -0.272 -2.662 1.519



No. 4
ORCA calculation (ωB97M-V/def2-TZVPD) on an isolated molecule of C4H2O2.

As for the HOMO energy: -10.6903 eV. The total charge is 0.

Each line ends with the Mulliken charge.
Element x y z (Å)
O -0.03640 0.59652 1.81687  -0.447
C -0.04816 1.08534 0.71484  -0.051
C -0.19173 0.79163 -1.69671  -0.152
C -0.03097 0.23113 -0.52421  0.377
C 0.09618 -1.26633 -0.34505  -0.009
O 0.29426 -2.04648 -1.23701  -0.435
H -0.06832 2.17561 0.55937  0.357
H -0.01486 -1.56741 0.71190  0.359

Forces on atoms 1 to 2 (eV/Å):
O 0.005 0.171 -0.539
C -0.011 -0.021 0.418



no.,total energy (eV),gap between HOMO and LUMO (eV),E_LUMO (eV)
1,-22563.8037,9.590,0.45
2,-139045.9650,8.288,-0.19
3,-16689.6055,9.047,0.67
4,-8270.3663,9.017,-1.67